[1]
The following is a DFT calculation (wB97M-V/def2-TZVPD) of a cluster of 10 separate species, C5H29NO11 in total.

## Properties
HOMO-LUMO gap (eV): 10.20
HOMO energy (eV): -10.2
Structure (SMILES): CC[C@H](CO)NC=O.O.O.O.O.O.O.O.O.O
LUMO level (eV): 0.00

Each atom is followed by the atoms it is bonded to, with distances in Å.
CARTESIAN COORDINATES (ANGSTROEM)
1 O 0.7045 -3.1831 -0.6523  H24 0.968, H27 0.960
2 O -1.2225 1.6597 3.1936  H39 0.961, H41 0.959
3 O -2.4372 2.2099 -2.3209  H19 0.961, H33 0.965
4 O 0.6223 -1.0853 2.8613  H25 0.958, H45 0.970
5 O 2.8941 0.4265 3.8796  H21 0.970, H26 0.978
6 O 3.1222 -1.1452 0.0521  C14 1.441, H44 0.960
7 O -3.4779 -2.1840 0.3684  H23 0.966, H42 0.964
8 O 1.1914 3.9578 -1.4923  H36 0.953, H37 0.969
9 O -1.6555 -1.8194 -2.0728  H29 0.952, H43 0.959
10 O 2.0987 1.6725 -2.6794  C13 1.217
11 O -2.9883 -0.5842 3.0313  H28 0.966, H38 0.960
12 N 1.4495 -0.4800 -2.2358  C13 1.342, C15 1.462, H34 1.004
13 C 2.0184 0.4920 -2.9661  O10 1.217, N12 1.342, H40 1.100
14 C 2.2500 0.0013 0.0148  O6 1.441, C15 1.519, H30 1.091, H31 1.087
15 C 1.0275 -0.2041 -0.8635  N12 1.462, C14 1.519, C17 1.542, H22 1.075
16 C -1.2094 0.5642 0.0374  C17 1.523, H18 1.088, H32 1.083, H35 1.094
17 C 0.0850 0.9957 -0.6386  C15 1.542, C16 1.523, H20 1.096, H46 1.089
18 H -1.7164 1.4661 0.3746  C16 1.088
19 H -3.3026 2.4727 -1.9977  O3 0.961
20 H -0.2205 1.3032 -1.6452  C17 1.096
21 H 3.4131 -0.3159 3.5324  O5 0.970
22 H 0.5637 -1.0688 -0.4254  C15 1.075
23 H -3.2182 -3.0393 0.0010  O7 0.966
24 H 1.3448 -2.8522 -0.0069  O1 0.968
25 H 0.1569 -1.4314 3.6237  O4 0.958
26 H 2.0269 -0.0059 3.7436  O5 0.978
27 H 0.7797 -4.1379 -0.7195  O1 0.960
28 H -3.3806 -0.8203 2.1807  O11 0.966
29 H -0.9609 -2.1087 -1.4899  O9 0.952
30 H 1.9810 0.0535 1.0708  C14 1.091
31 H 2.8641 0.8718 -0.2001  C14 1.087
32 H -1.9149 0.0832 -0.6281  C16 1.083
33 H -2.3287 2.7995 -3.0775  O3 0.965
34 H 1.5924 -1.4259 -2.5394  N12 1.004
35 H -0.9236 -0.2135 0.7512  C16 1.094
36 H 0.5645 3.7801 -2.1884  O8 0.953
37 H 1.8255 3.2302 -1.5753  O8 0.969
38 H -2.5467 -1.3778 3.3427  O11 0.960
39 H -2.1669 1.5353 3.0695  O2 0.961
40 H 2.3395 0.2493 -3.9901  C13 1.100
41 H -0.7859 1.9037 2.3758  O2 0.959
42 H -3.2383 -1.6226 -0.3775  O7 0.964
43 H -1.5677 -0.8839 -2.2630  O9 0.959
44 H 3.5111 -1.3456 -0.8024  O6 0.960
45 H 0.1492 -0.2528 2.7048  O4 0.970
46 H 0.6867 1.8594 -0.3615  C17 1.089

Results of the natural (NBO) charge analysis, in e, for atoms 1 through 5: -0.987 -0.963 -0.942 -0.961 -0.948

***

[2]
The following is a DFT calculation (wB97M-V/def2-TZVPD) of a cluster of 11 separate species, C5H29NO12 in total.

## Properties
HOMO-LUMO gap (eV): 9.61
HOMO energy (eV): -9.5
Structure (SMILES): C[C@H](CC=O)NC=O.O.O.O.O.O.O.O.O.O.O
LUMO level (eV): 0.08

Each atom is followed by the atoms it is bonded to, with distances in Å.
CARTESIAN COORDINATES (ANGSTROEM)
1 O 1.5722 -1.9942 1.8707  H20 0.982, H40 0.963
2 O 1.4490 0.1361 0.0702  H19 0.970, H36 0.978
3 O 3.8024 -0.6103 2.5272  H28 0.956, H43 0.956
4 O 1.6254 -1.0159 -2.4646  H25 0.976, H45 0.966
5 O -4.1587 -1.7654 2.2365  C17 1.203
6 O -1.2895 4.1526 0.4632  H29 0.963, H31 0.959
7 O 3.3905 -2.0692 -0.6554  H32 0.965, H42 0.959
8 O 2.7754 2.2085 -2.1772  H22 0.961, H37 0.961
9 O 1.4275 3.0651 -0.0447  H27 0.977, H33 0.976
10 O -0.5996 1.9518 1.4273  H30 0.979, H34 0.984
11 O -1.4184 -0.1077 -3.3245  C14 1.213
12 O -3.7512 3.0107 1.0101  H35 0.964, H47 0.967
13 N -1.1257 -0.7025 -1.2312  C14 1.388, C16 1.451, H21 1.007
14 C -1.6291 -0.9684 -2.4967  O11 1.213, N13 1.388, H23 1.089
15 C -2.7558 -1.4827 0.3429  C16 1.591, C17 1.534, H24 1.128, H46 1.093
16 C -1.2004 -1.4480 0.0112  N13 1.451, C15 1.591, C18 1.567, H44 1.107
17 C -3.0300 -1.6279 1.8448  O5 1.203, C15 1.534, H41 1.088
18 C -0.7049 -2.9336 -0.0519  C16 1.567, H26 1.104, H38 1.091, H39 1.073
19 H 2.2385 0.4840 0.5134  O2 0.970
20 H 1.0898 -1.3504 1.3070  O1 0.982
21 H -0.6397 0.1628 -1.0622  N13 1.007
22 H 1.9056 2.0439 -1.8043  O8 0.961
23 H -2.1115 -1.9293 -2.6664  C14 1.089
24 H -3.2039 -2.2879 -0.3080  C15 1.128
25 H 0.8018 -0.7001 -2.0467  O4 0.976
26 H -1.5307 -3.4975 0.4154  C18 1.104
27 H 2.0763 3.5147 0.5305  O9 0.977
28 H 3.6051 -0.9329 1.6487  O3 0.956
29 H -1.9315 3.5591 0.0593  O6 0.963
30 H 0.0492 1.8934 0.6964  O10 0.979
31 H -1.5729 5.0689 0.4910  O6 0.959
32 H 4.0674 -2.0581 -1.3435  O7 0.965
33 H 0.7844 3.7734 0.1493  O9 0.976
34 H -0.7392 2.9174 1.5557  O10 0.984
35 H -4.2130 2.2567 0.6257  O12 0.964
36 H 1.9080 -0.6166 -0.3525  O2 0.978
37 H 2.7387 3.1126 -2.5003  O8 0.961
38 H 0.1584 -2.8990 0.6144  C18 1.091
39 H -0.3577 -3.3884 -0.9596  C18 1.073
40 H 2.2787 -2.3369 1.3131  O1 0.963
41 H -2.1816 -1.4503 2.5016  C17 1.088
42 H 2.6841 -2.6873 -0.8539  O7 0.959
43 H 3.2424 -1.0060 3.1937  O3 0.956
44 H -0.7677 -0.8754 0.8540  C16 1.107
45 H 1.6067 -0.4768 -3.2660  O4 0.966
46 H -3.3741 -0.7135 -0.1271  C15 1.093
47 H -2.9907 2.6207 1.4631  O12 0.967

Results of the natural (NBO) charge analysis, in e, for atoms 1 through 5: -0.961 -0.990 -0.960 -0.970 -0.505

***

[3]
The following is a DFT calculation (wB97M-V/def2-TZVPD) of a cluster of 11 separate species, C5H29NO12 in total.

## Properties
HOMO-LUMO gap (eV): 9.69
HOMO energy (eV): -9.9
Structure (SMILES): CC[C@@H](C=O)NC=O.O.O.O.O.O.O.O.O.O.O
LUMO level (eV): -0.16

Each atom is followed by the atoms it is bonded to, with distances in Å.
CARTESIAN COORDINATES (ANGSTROEM)
1 O 3.0478 0.8057 0.1087  H28 0.962, H32 0.973
2 O -1.1184 2.3680 -1.9030  H23 0.962, H26 0.963
3 O -0.8409 -1.0044 2.1400  C18 1.236
4 O 0.3028 -3.7892 -0.6926  C14 1.198
5 O 2.2727 -0.4293 -2.5275  H22 0.959, H24 0.964
6 O 0.5394 1.7187 0.9673  H44 0.969, H46 0.971
7 O -1.7353 3.4112 0.8996  H25 0.958, H31 0.958
8 O 3.0833 -1.7210 1.5975  H20 0.960, H27 0.974
9 O -2.9080 -2.5873 1.9050  H21 0.969, H38 0.977
10 O 1.1938 1.4496 3.5307  H35 0.968, H39 0.972
11 O -2.1069 1.6215 2.9625  H34 0.973, H43 0.972
12 O 1.1061 1.7850 -3.8089  H19 0.966, H47 0.960
13 N 0.4446 -1.3211 0.2762  C15 1.465, C18 1.348, H42 1.012
14 C -0.7293 -3.1831 -0.6492  O4 1.198, C15 1.562, H41 1.101
15 C -0.7242 -1.6238 -0.5539  N13 1.465, C14 1.562, C16 1.540, H40 1.082
16 C -0.6525 -1.1022 -2.0008  C15 1.540, C17 1.537, H33 1.087, H45 1.083
17 C -2.0631 -1.2522 -2.5935  C16 1.537, H29 1.091, H36 1.097, H37 1.090
18 C 0.2552 -0.9919 1.5692  O3 1.236, N13 1.348, H30 1.085
19 H 0.4085 1.8432 -3.1432  O12 0.966
20 H 3.9916 -2.0314 1.6004  O8 0.960
21 H -2.4883 -2.3670 2.7501  O9 0.969
22 H 2.7847 -0.4007 -3.3375  O5 0.959
23 H -1.5689 1.8047 -1.2671  O2 0.962
24 H 1.7377 0.3722 -2.4947  O5 0.964
25 H -0.8934 3.1262 1.2560  O7 0.958
26 H -1.2342 3.2675 -1.5805  O2 0.963
27 H 3.0409 -0.8888 1.0939  O8 0.974
28 H 3.6739 1.3023 0.6436  O1 0.962
29 H -2.8587 -1.5763 -1.9216  C17 1.091
30 H 1.1038 -0.7184 2.1869  C18 1.085
31 H -2.4419 3.3949 1.5463  O7 0.958
32 H 2.1427 1.0592 0.3603  O1 0.973
33 H 0.0153 -1.7830 -2.5226  C16 1.087
34 H -2.0470 0.6532 3.0394  O11 0.973
35 H 1.6010 2.2743 3.2274  O10 0.968
36 H -2.1061 -2.0043 -3.3904  C17 1.097
37 H -2.3737 -0.3728 -3.1586  C17 1.090
38 H -2.3061 -1.9778 1.4346  O9 0.977
39 H 2.0025 0.9143 3.4624  O10 0.972
40 H -1.6491 -1.2856 -0.1047  C15 1.082
41 H -1.6866 -3.7222 -0.5720  C14 1.101
42 H 1.3632 -1.5809 -0.0585  N13 1.012
43 H -1.3635 1.8118 3.5584  O11 0.972
44 H 0.2499 1.2848 0.1510  O6 0.969
45 H -0.2719 -0.0983 -2.1408  C16 1.083
46 H -0.1394 1.4566 1.6104  O6 0.971
47 H 1.9459 2.0881 -3.4563  O12 0.960

Results of the natural (NBO) charge analysis, in e, for atoms 1 through 5: -0.968 -0.975 -0.723 -0.509 -0.958

***

[4]
The following is a DFT calculation (wB97M-V/def2-TZVPD) of a cluster of 11 separate species, C5H29NO12 in total.

## Properties
Net charge: +1
HOMO-LUMO gap (alpha / beta) (eV): 9.16 / 4.50
HOMO energy (alpha / beta) (eV): -13.5 / -13.4
Multiplicity: 2
LUMO level (alpha / beta) (eV): -4.29 / -8.94
⟨S²⟩: 0.773

Each atom is followed by the atoms it is bonded to, with distances in Å.
CARTESIAN COORDINATES (ANGSTROEM)
1 O 2.7008 -2.0324 0.4156  C15 1.204
2 O 1.2033 3.0437 2.8611  H24 0.971, H30 0.948
3 O -0.2943 -3.7873 -3.0996  H41 1.073, H42 0.809
4 O 4.6454 1.5249 -1.8682  H21 1.044, H32 0.942
5 O -3.7843 0.9796 -2.2959  H27 0.949, H29 0.976
6 O -1.3226 1.9270 3.0168  H20 1.021, H22 0.956
7 O 2.3367 1.8549 0.2799  H23 1.005, H47 1.007
8 O -0.5404 0.1617 0.9249  C14 1.271
9 O -2.2955 -0.6395 3.0543  H33 0.832, H46 1.019
10 O -3.3750 -2.3823 0.9155  H34 0.975, H45 0.952
11 O 2.5458 -0.0714 2.3373  H35 1.023, H36 0.887
12 O -3.4387 0.9820 0.7179  H37 0.953, H40 0.921
13 N -0.1209 -0.5265 -1.1971  C14 1.352, C16 1.489, C18 1.415
14 C -0.6397 0.3679 -0.3257  O8 1.271, N13 1.352, H44 1.089
15 C 2.2234 -1.4252 -0.5078  O1 1.204, C16 1.599, H31 1.133
16 C 0.6540 -1.6831 -0.6699  N13 1.489, C15 1.599, H38 1.199, H43 1.040
17 C 1.2007 0.7595 -2.9614  C18 1.723, H19 1.127, H28 1.148, H39 1.079
18 C -0.1566 -0.2309 -2.5806  N13 1.415, C17 1.723, H25 1.129, H26 1.147
19 H 1.0498 0.9381 -4.0641  C17 1.127
20 H -1.7258 1.5905 2.1407  O6 1.021
21 H 4.0335 1.8720 -1.0968  O4 1.044
22 H -1.2086 2.8170 2.6857  O6 0.956
23 H 2.0302 1.4815 1.1607  O7 1.005
24 H 1.3176 2.4587 3.6281  O2 0.971
25 H -1.0651 0.3383 -2.9353  C18 1.129
26 H -0.0970 -1.1608 -3.2494  C18 1.147
27 H -4.5790 1.0348 -2.8119  O5 0.949
28 H 2.1469 0.1537 -2.7247  C17 1.148
29 H -3.9921 0.3173 -1.6099  O5 0.976
30 H 1.4017 2.6480 2.0232  O2 0.948
31 H 2.6369 -0.8334 -1.3807  C15 1.133
32 H 3.9787 1.5631 -2.5332  O4 0.942
33 H -2.3173 -0.8275 3.8643  O9 0.832
34 H -2.5665 -2.9130 1.0404  O10 0.975
35 H 3.1932 -0.8465 2.1741  O11 1.023
36 H 1.7048 -0.3253 2.2135  O11 0.887
37 H -3.8905 1.7577 0.3991  O12 0.953
38 H 0.7392 -2.5218 -1.5223  C16 1.199
39 H 1.2311 1.7680 -2.5783  C17 1.079
40 H -4.0191 0.3099 0.9619  O12 0.921
41 H -0.6984 -3.4958 -4.0495  O3 1.073
42 H -0.6053 -3.2051 -2.6312  O3 0.809
43 H 0.2461 -1.9467 0.2495  C16 1.040
44 H -1.2579 1.1954 -0.6721  C14 1.089
45 H -3.3420 -1.5343 1.3463  O10 0.952
46 H -1.8595 0.2702 2.9133  O9 1.019
47 H 1.6200 1.5666 -0.3661  O7 1.007

Results of the natural (NBO) charge analysis, in e, for atoms 1 through 5: -0.392 -0.946 -0.877 -0.921 -0.964

***

Computed values of calculated total energy (unit: Ha) for the preceding records, in sequence: -1090.2821 -1165.4769 -1165.5211 -1165.0174.
Computed values of energy above the lowest of the compared OMol25 structures with the same formula, charge and spin (unit: eV) for the preceding records, in sequence: 3.242 4.138 2.937 4.787.